No. 1
{"formula": "H24HeO12", "method": "ωB97M-V/def2-TZVPD", "symbols": ["O", "O", "O", "O", "O", "O", "O", "O", "O", "O", "O", "O", "He", "H", "H", "H", "H", "H", "H", "H", "H", "H", "H", "H", "H", "H", "H", "H", "H", "H", "H", "H", "H", "H", "H", "H", "H"], "coordinates": [[3.84085, -0.79644, 0.43653], [-1.18351, -3.25080, -0.79064], [1.89416, 1.74566, -2.91129], [0.05052, 3.34495, -1.55915], [1.91480, -0.78956, -1.63513], [-2.21566, -1.24518, -2.25485], [0.52262, -1.67279, 0.73199], [1.38889, -1.61449, 3.37987], [-2.97893, -0.96535, 0.87183], [2.29839, 1.62863, 0.78714], [-2.10260, 0.97069, 3.09276], [-1.28458, 2.75275, 0.74853], [-0.31691, 0.15575, -0.74107], [-3.80780, -0.49681, 0.97019], [-2.31678, -0.54555, -1.60949], [-2.09185, 2.57879, 0.26450], [-1.41017, 2.31440, 1.59013], [-2.05118, 0.34189, 2.37289], [-0.49683, 3.98908, -2.00829], [1.46594, 1.84438, 0.36679], [-1.35771, -4.03450, -1.31188], [-0.30659, 3.30343, -0.67203], [0.88545, -2.42853, 3.39136], [-1.35333, 0.75959, 3.64978], [1.14980, 2.19126, -2.50680], [-0.34351, -2.07737, 0.68355], [-3.11003, -1.53075, -2.44136], [1.30240, -1.29147, 2.48298], [2.64739, 2.29767, -2.70117], [-1.57281, -2.53606, -1.29444], [3.10172, -0.43532, -0.05286], [0.74249, -1.46692, -0.17658], [3.77649, -1.74239, 0.30510], [2.18909, 1.91126, 1.69512], [-3.17043, -1.85604, 1.16547], [2.28569, -1.41521, -2.25741], [2.01450, 0.06134, -2.06205]], "forces_ev_per_angstrom": [[0.66, -0.06, 0.37], [0.08, -0.73, 0.61], [0.41, -0.64, -0.35], [0.16, 0.08, -0.59], [-0.25, -0.67, 0.26], [0.05, 0.04, -0.34], [0.01, 0.19, 0.69], [0.05, 0.21, 0.89], [0.24, 0.37, -0.17], [0.09, 0.04, -0.26], [-0.10, 0.59, -0.14], [0.10, 0.28, -0.38], [-0.16, 0.24, -0.09], [-0.32, 0.15, 0.10], [0.05, 0.25, 0.34], [-0.24, -0.05, -0.09], [-0.04, -0.27, 0.73], [-0.02, -0.61, -0.32], [0.00, 0.18, -0.24], [-0.29, 0.07, -0.13], [0.08, -0.25, 0.00], [-0.10, -0.21, 0.73], [-0.02, -0.15, -0.10], [0.28, -0.11, 0.25], [-0.54, 0.43, 0.34], [-0.10, -0.33, -0.12], [-0.31, -0.05, -0.14], [0.00, -0.05, -0.68], [0.23, 0.14, 0.08], [-0.19, 0.62, -0.53], [-0.28, 0.11, -0.10], [0.39, 0.09, -0.44], [-0.07, -0.18, 0.01], [0.08, -0.04, 0.27], [0.08, -0.39, 0.05], [0.10, -0.22, -0.07], [-0.08, 0.94, -0.45]], "nbo_charge": [-0.957, -0.988, -0.976, -0.981, -0.990, -0.932, -0.988, -0.967, -0.960, -0.936, -0.970, -0.976, 0.001, 0.475, 0.488, 0.472, 0.510, 0.489, 0.476, 0.465, 0.471, 0.503, 0.457, 0.487, 0.503, 0.481, 0.475, 0.502, 0.479, 0.489, 0.492, 0.501, 0.455, 0.472, 0.490, 0.478, 0.508], "total_energy_ha": -920.1791, "charge": 0, "molar_mass_g_mol": 220.2, "homo_lumo_gap_ev": 9.471}

No. 2
{"formula": "C17H34N2O16S", "method": "ωB97M-V/def2-TZVPD", "symbols": ["S", "O", "O", "O", "O", "O", "O", "O", "O", "O", "O", "O", "O", "O", "O", "O", "O", "N", "N", "C", "C", "C", "C", "C", "C", "C", "C", "C", "C", "C", "C", "C", "C", "C", "C", "C", "H", "H", "H", "H", "H", "H", "H", "H", "H", "H", "H", "H", "H", "H", "H", "H", "H", "H", "H", "H", "H", "H", "H", "H", "H", "H", "H", "H", "H", "H", "H", "H", "H", "H"], "coordinates": [[-0.32247, 1.97037, 4.47819], [-0.52447, 0.51037, 5.15119], [0.76053, 5.73737, -6.38481], [0.62853, 0.16637, -0.17181], [4.78553, 2.83537, 0.96319], [0.40853, 2.36537, -0.22381], [-3.34047, -0.54463, -0.11581], [-1.60847, 2.61737, 4.08519], [4.96953, 1.85637, -1.03781], [6.75653, 1.89737, 0.25719], [-0.25547, 3.83337, -5.87681], [0.66753, 2.72137, 5.26719], [-2.55947, -1.93263, 1.37019], [0.59453, 5.02337, -4.24081], [-0.87347, -1.13263, -3.11181], [-2.50547, 0.18237, 1.76819], [-0.41747, 1.14237, -1.81581], [0.26353, 1.25037, -0.81681], [-0.24547, -4.61463, -1.54281], [-0.06047, -6.04663, -2.16881], [-2.86147, 1.36537, 1.07519], [3.56353, 1.97237, -0.91081], [0.56953, 1.64437, 3.03119], [-0.69947, -2.12763, -2.13681], [0.18053, 3.77237, -3.52481], [0.97953, -4.53463, -0.65681], [-2.80147, -0.88363, 1.02219], [5.55753, 2.14837, 0.02019], [-0.49747, 2.99837, -4.70181], [-0.33447, -3.54363, -2.56781], [-1.57547, -4.62063, -0.79481], [3.51953, 2.92737, 0.38719], [0.32353, 4.93737, -5.53881], [-0.91747, -1.04663, 6.87419], [-3.59947, 0.88437, -0.21281], [-0.59447, 0.40237, 6.58719], [1.23553, -5.34563, 0.00319], [3.10453, 2.60137, -1.54181], [0.29153, -1.80963, -1.59781], [0.29353, 0.84737, 6.85419], [1.48053, 1.11737, 3.32419], [0.94253, -3.72763, -0.12181], [-0.90847, -0.36063, -2.64881], [-0.45747, 1.92237, -4.68481], [-4.69247, 1.13237, -0.07681], [0.82853, 2.48137, 2.31319], [0.65153, -5.92163, -3.16081], [-1.49947, -2.02263, -1.41581], [3.10253, 1.04337, -0.83981], [-1.35547, -3.74563, -0.07481], [-1.35847, -0.92963, 7.92219], [0.12253, -6.93063, -1.55781], [-0.08447, -1.64463, 6.71819], [-1.55847, -5.48463, -0.34081], [1.92853, -4.33263, -1.32181], [-2.40247, -4.35763, -1.23881], [0.54053, -3.31163, -3.21981], [-3.06947, 1.41237, -1.02281], [-3.42347, 1.93037, 1.75019], [-0.47047, 4.02337, -2.68581], [3.33053, 3.85037, 0.09619], [-1.73647, 1.83337, 1.05819], [-1.64847, -1.13063, 6.27919], [-1.02547, -3.93963, -3.29281], [-1.03147, -6.29763, -2.29481], [0.15053, 0.85537, 2.59119], [2.80053, 2.67537, 1.19719], [0.82153, 3.14037, -3.33081], [-1.25347, 1.23937, 7.12419], [-1.58347, 3.05237, -4.54681]], "forces_ev_per_angstrom": [[-0.14, 3.38, 0.12], [-0.80, 1.11, -1.82], [-1.68, -1.61, 2.45], [-0.07, 2.01, -1.69], [1.54, -1.30, -1.67], [0.40, -1.18, -1.53], [-1.46, 1.08, -2.91], [2.53, -1.91, 1.41], [-2.15, -1.19, -4.02], [-3.44, 0.69, -0.74], [-0.96, -3.29, 0.09], [-2.04, -0.93, 0.00], [1.33, -7.32, 1.53], [-0.04, -1.17, 1.89], [-0.18, -5.30, -3.34], [-0.77, -0.48, 0.34], [-0.49, 0.46, -1.90], [0.03, -1.03, 5.11], [1.36, -2.28, 0.13], [2.41, 2.11, -2.68], [4.11, 0.48, 0.07], [1.04, 1.53, 4.52], [2.54, 1.02, 0.36], [2.69, 1.46, 2.89], [-6.90, 5.59, -4.33], [2.31, -1.73, -4.01], [-0.06, 5.84, 0.23], [6.45, 1.07, 5.70], [-3.40, 2.25, 1.11], [-0.07, 1.01, -3.08], [6.65, 5.06, 2.83], [-1.15, -5.03, 1.80], [3.42, 2.97, -2.52], [2.79, 4.35, 6.07], [0.79, 0.95, 2.06], [-1.33, 2.45, 0.58], [-0.77, -0.78, -0.19], [-1.08, 1.61, -3.46], [-1.81, -0.42, -0.13], [2.70, -0.08, 1.29], [0.39, 0.70, 0.45], [-0.58, 4.85, 3.27], [0.18, 3.88, 2.25], [1.69, -0.35, -0.98], [1.15, -0.62, -0.72], [-0.92, -0.79, 1.29], [-2.11, -0.65, 2.72], [-0.32, -0.49, 0.27], [-0.69, -1.64, 0.30], [-0.95, -1.59, -0.43], [0.93, -1.19, -1.10], [1.54, 0.90, 0.97], [1.19, -1.39, 0.00], [-0.56, -4.40, 2.74], [-2.01, -0.73, 0.84], [-4.01, 1.01, -3.44], [0.20, -1.15, 0.94], [-0.73, -0.94, -0.31], [-1.04, 1.14, 0.72], [0.21, -0.03, -0.31], [-0.78, 4.42, -1.45], [-3.02, -0.23, -1.10], [-5.63, -1.97, -4.52], [-0.74, -0.20, -0.23], [-3.23, -0.56, -2.26], [-2.47, -2.74, -2.65], [0.17, -0.18, -0.95], [7.78, -4.85, 2.88], [0.15, -2.08, -1.62], [-0.09, 0.42, -0.13]], "nbo_charge": [2.325, -0.718, -0.615, -0.587, -0.483, -0.525, -0.504, -0.916, -0.456, -0.619, -0.467, -0.943, -0.609, -0.486, -0.720, -0.490, -0.537, 0.702, -0.199, -0.412, -0.115, -0.092, -0.903, -0.086, -0.060, -0.401, 0.981, 0.964, -0.118, -0.261, -0.380, -0.074, 0.964, -0.605, -0.118, -0.065, 0.237, 0.192, 0.189, 0.199, 0.251, 0.218, 0.499, 0.221, 0.201, 0.294, 0.253, 0.185, 0.202, 0.257, 0.216, 0.249, 0.218, 0.196, 0.237, 0.233, 0.247, 0.228, 0.203, 0.213, 0.167, 0.222, 0.210, 0.212, 0.206, 0.247, 0.195, 0.167, 0.186, 0.176], "total_energy_ha": -2379.2055, "charge": 0, "molar_mass_g_mol": 554.5, "homo_lumo_gap_ev": 8.637}

No. 3
{"formula": "C12H27AlCl4CsF10IMgN3NaO4P2", "method": "ωB97M-V/def2-TZVPD", "symbols": ["Cs", "I", "Cl", "Cl", "Cl", "Cl", "P", "P", "Al", "Mg", "Na", "F", "F", "F", "F", "F", "F", "F", "F", "F", "F", "O", "O", "O", "O", "N", "N", "N", "C", "C", "C", "C", "C", "C", "C", "C", "C", "C", "C", "C", "H", "H", "H", "H", "H", "H", "H", "H", "H", "H", "H", "H", "H", "H", "H", "H", "H", "H", "H", "H", "H", "H", "H", "H", "H", "H", "H"], "coordinates": [[-0.22306, 5.53513, -3.79384], [-0.14564, -7.38903, 0.37197], [0.43408, 5.69853, 0.50900], [-0.98632, 2.16877, 4.51565], [-1.93353, -0.33554, 3.36914], [0.35557, 1.02999, 2.19486], [0.90877, 3.20245, -1.22452], [2.00637, -6.26548, 0.98095], [-2.12869, -3.57260, 8.80626], [-3.74886, -4.80130, 4.36836], [-1.18494, -10.08825, 0.55850], [-0.63986, 3.06898, -1.33109], [-2.61279, -4.71823, 10.10878], [1.66351, 4.49659, -0.79616], [-1.93452, -1.92204, 9.49999], [1.02255, 2.01214, -2.22402], [0.85344, 4.15588, -2.45618], [0.38885, 3.08995, 0.24024], [-3.39980, -3.54198, 7.53074], [2.16349, 2.39234, -0.78072], [-0.56760, -4.10827, 8.08531], [-2.05931, 9.42449, -1.07034], [0.74899, -3.98398, 1.92892], [-4.81543, -6.36728, 0.99400], [2.55657, -5.23616, -0.32997], [-0.44164, -1.69170, 0.55622], [3.74198, 5.16664, -9.00721], [-1.12718, -2.45435, -0.37593], [-1.19718, 1.23836, 3.02252], [5.01960, 4.88138, -7.21061], [3.76806, 4.65205, -7.73715], [1.05293, -1.92325, 0.52345], [5.77296, 5.56355, -8.19566], [-2.58614, -2.64770, -0.02318], [4.95864, 5.72916, -9.29357], [1.58080, -5.07236, 2.45905], [1.42461, -2.68007, 1.96801], [-2.57064, -4.42321, 2.09851], [-2.51355, 10.08024, 0.09927], [-2.97482, -4.15201, 0.51231], [-1.19524, 9.03125, -0.86026], [-2.91791, -1.79293, 0.70883], [5.14075, 6.19673, -10.25199], [-2.37349, -3.43610, 2.70703], [1.69231, -0.93234, 0.44254], [2.57607, -2.71600, 2.16982], [-0.83446, -1.91505, 1.50488], [-1.86759, 1.79429, 2.36210], [0.96779, -1.96291, 2.80170], [6.79882, 5.89855, -8.11281], [-2.61479, 9.35387, 0.90934], [-0.65555, -3.36077, -0.58948], [-3.40375, -5.04814, 2.67920], [1.40429, -2.69344, -0.31366], [-3.19327, -2.48174, -1.03745], [0.88338, -5.70074, 3.19666], [2.89667, 4.16663, -7.31849], [-1.61569, -5.12536, 2.06705], [2.67541, -5.84726, -1.12970], [-2.49521, -5.02814, -0.11750], [5.35350, 4.59000, -6.22321], [-4.15356, -4.31079, 0.44798], [-3.93652, -6.68255, 0.88750], [2.57629, -4.74005, 2.97467], [-3.48612, 10.53475, -0.10320], [2.94882, 5.13684, -9.63462], [-1.80121, 10.85955, 0.38121]], "forces_ev_per_angstrom": [[-2.23, 2.81, -2.39], [-0.68, 0.74, -0.25], [-1.64, 2.52, 1.51], [-0.12, -0.21, -0.24], [-0.20, -0.14, 0.13], [-0.38, -0.05, 0.44], [0.24, -2.76, 3.24], [2.79, 0.94, -0.26], [0.50, 0.31, 1.09], [-0.30, 0.25, 1.08], [-0.12, -0.08, 0.06], [-4.60, 0.74, -3.90], [0.55, 1.40, -1.87], [3.73, 1.60, 2.16], [-0.33, -2.22, -1.07], [-2.53, -2.48, -4.47], [0.83, -1.16, -4.03], [1.51, -1.09, 4.61], [1.20, -0.33, 0.56], [4.60, -0.01, 3.13], [-2.02, 0.54, 0.56], [0.46, -0.29, -0.33], [2.31, -0.07, 1.37], [-1.23, 0.36, 0.94], [-1.68, -2.39, 0.88], [1.53, 0.28, 1.79], [-0.04, 0.06, -0.03], [-1.73, -1.54, -1.55], [0.51, 0.49, -0.24], [-0.36, -0.15, 0.14], [0.03, -0.04, 0.11], [1.07, -1.11, 1.31], [0.00, 0.17, -0.37], [-0.31, -0.33, -1.04], [0.10, 0.01, -0.02], [-1.75, 0.25, -0.50], [-0.18, 2.66, -0.70], [0.99, -0.26, -0.27], [0.16, -0.09, 0.14], [-1.41, 0.33, 0.61], [-0.49, 0.12, -0.07], [0.68, -1.75, -1.27], [0.00, -0.09, 0.18], [-0.05, -1.61, -1.18], [-1.52, -1.97, 0.07], [-2.07, -0.34, -0.56], [1.03, 0.22, -0.87], [0.23, -0.22, 0.19], [0.82, -1.81, -1.50], [-0.19, -0.05, -0.03], [-0.08, 0.19, 0.15], [-0.63, 0.62, 0.62], [1.26, 0.58, -2.85], [-1.02, 1.78, 1.53], [1.14, -0.44, 2.28], [1.80, 1.13, -1.44], [0.18, 0.03, -0.06], [-1.85, 1.66, 0.67], [-0.07, 1.20, 1.57], [-0.88, 1.99, 1.17], [-0.07, 0.04, -0.17], [2.64, 0.19, 0.06], [1.37, -0.52, -0.19], [-1.83, -0.61, -1.01], [0.16, -0.10, -0.07], [0.34, 0.01, 0.25], [-0.16, 0.08, 0.20]], "lowdin_charge": [1.279, 0.486, 0.084, 0.540, 0.512, 0.606, -0.071, 0.600, 0.116, 1.123, 0.556, -0.148, -0.269, -0.377, -0.264, -0.131, -0.654, -0.275, -0.307, -0.130, -0.278, -0.143, -0.310, -0.447, -0.398, -0.140, -0.007, -0.143, -1.488, -0.112, -0.148, -0.151, -0.113, -0.183, -0.142, -0.383, -0.178, -0.196, -0.166, -0.199, 0.076, 0.118, 0.106, 0.058, 0.116, 0.133, 0.030, 0.030, 0.123, 0.093, 0.080, 0.097, -0.114, 0.122, 0.129, 0.116, 0.102, 0.047, 0.073, 0.087, 0.094, 0.110, -0.198, 0.120, 0.078, 0.147, 0.076], "total_energy_ha": -5383.2467, "charge": 0, "molar_mass_g_mol": 1005.2, "homo_lumo_gap_ev": 1.192}

No. 4
{"formula": "C5H12NO2", "method": "ωB97M-V/def2-TZVPD", "symbols": ["O", "O", "N", "C", "C", "C", "C", "C", "H", "H", "H", "H", "H", "H", "H", "H", "H", "H", "H", "H"], "coordinates": [[-1.69836, 2.72535, -3.42901], [-0.34159, 1.50490, -1.48707], [0.24441, -2.73259, 0.78839], [0.91653, -1.58484, 1.28983], [-0.81291, -3.12776, 1.25985], [0.28951, -0.52554, 0.29361], [0.31865, 2.04443, -0.49968], [0.65275, 0.93512, 0.57754], [0.47410, -0.79728, -0.74819], [-0.84098, -0.64225, 0.38165], [-0.25013, 2.97842, -0.04137], [-1.10195, -2.66089, 2.20780], [-1.33189, -3.99693, 0.79358], [0.89465, -1.33117, 2.33752], [0.15440, 1.38328, 1.50833], [1.98542, -1.54858, 1.06390], [1.75763, 0.74372, 0.88738], [-1.15216, 2.34454, -2.57849], [-1.55893, 1.90840, -3.79614], [1.40085, 2.37967, -0.80944]], "forces_ev_per_angstrom": [[0.75, 1.78, 3.06], [-1.43, -0.38, -1.96], [2.85, -0.81, -1.42], [0.06, 1.71, -2.36], [-1.40, -1.13, 1.46], [-2.57, 0.90, 0.95], [1.97, 0.42, 0.31], [1.06, 0.28, 2.58], [0.36, 0.05, 0.22], [1.27, 0.12, -0.11], [1.12, -1.32, -0.10], [-1.00, -0.29, 0.08], [0.10, 0.79, 0.51], [-1.00, 0.00, 0.68], [0.57, -1.34, -0.65], [0.06, -0.68, -0.22], [-1.12, 1.43, -0.64], [-0.52, 1.21, -0.19], [0.03, -3.14, -2.51], [-1.14, 0.42, 0.30]], "nbo_charge": [-1.040, -0.928, -0.373, -0.266, -0.089, -0.381, 0.025, -0.430, 0.236, 0.186, 0.080, 0.127, 0.165, 0.170, 0.174, 0.188, 0.150, 0.511, 0.437, 0.057], "total_energy_ha": -402.8683, "charge": -1, "molar_mass_g_mol": 118.2, "homo_lumo_gap_ev": 6.691}